C19H21N3O6S in the gas phase in a non-equilibrium geometry. Source: the OMol25 dataset; level of theory: the ωB97M-V functional and the def2-TZVPD basis.

Results
Charge: 0
Highest occupied orbital energy (eV): -8.53
E_tot (eV): -47635.314

Structure (XYZ):
```
50
Properties=species:S:1:pos:R:3:lowdin_charge:R:1
C -3.2673 -0.5427 -2.7397 -0.08
H -3.9514 -1.1393 -2.1290 0.10
H -3.6603 -0.4693 -3.7528 0.10
H -3.1779 0.4589 -2.3079 0.08
O -2.0115 -1.1686 -2.8628 -0.10
C -1.3070 -1.4306 -1.7211 -0.28
C -1.6663 -1.0041 -0.4510 -0.01
C -0.8453 -1.2806 0.6307 -0.03
C 0.3333 -1.9894 0.4755 -0.21
C 0.6734 -2.4384 -0.7985 -0.03
C -0.1304 -2.1650 -1.8828 0.00
H 0.1390 -2.5037 -2.8711 0.13
H 1.5874 -2.9950 -0.9420 0.13
C 1.2697 -2.2846 1.6234 -0.12
N 0.9422 -1.6034 2.8538 0.07
C 1.6548 -0.5503 3.3030 -0.51
O 2.6553 -0.1437 2.7499 0.05
C 1.0944 0.1068 4.5554 -0.08
H 1.8965 0.6892 5.0097 0.12
H 0.7436 -0.6387 5.2693 0.12
C -0.0644 1.0380 4.1755 -0.23
N 0.3027 1.9096 3.0821 -0.12
S -0.8506 2.3569 1.9694 0.65
O -1.9974 1.5124 2.1625 -0.29
O -1.0432 3.7782 2.0120 -0.28
C -0.1469 1.9258 0.3814 -0.27
C -0.9353 2.2577 -0.7090 -0.06
C -0.5907 1.8620 -1.9918 0.01
C 0.5617 1.1071 -2.1209 -0.15
C 1.3674 0.8112 -1.0100 -0.16
C 1.0343 1.2120 0.2656 0.04
H 1.6508 0.9712 1.1145 0.10
O 2.4265 0.0606 -1.4198 0.16
C 2.2947 -0.1556 -2.7589 -0.49
O 3.0454 -0.8046 -3.4278 0.13
N 1.1641 0.5046 -3.1960 0.01
C 0.6571 0.4192 -4.5379 0.01
H -0.3146 -0.0783 -4.5376 0.09
H 0.5606 1.4156 -4.9712 0.10
H 1.3695 -0.1647 -5.1186 0.10
H -1.1980 2.1120 -2.8463 0.12
H -1.8320 2.8282 -0.5260 0.12
H 0.9194 2.6677 3.3239 0.13
H -0.9234 0.4690 3.8143 0.10
H -0.3820 1.6068 5.0592 0.13
H 0.0907 -1.8679 3.3218 0.15
H 1.2929 -3.3657 1.8080 0.13
H 2.2791 -1.9605 1.3510 0.13
H -1.1447 -0.8984 1.5941 0.10
H -2.5659 -0.4376 -0.2756 0.11
```

3 unconnected molecules or ions with the total composition C4H14N2O2 in a non-equilibrium geometry. Source: the OMol25 dataset; level of theory: the ωB97M-V functional and the def2-TZVPD basis.

Results
Charge: 0
Highest occupied orbital energy (eV): -8.19
E_tot (eV): -11449.004

Structure (XYZ):
```
22
Properties=species:S:1:pos:R:3:lowdin_charge:R:1
C -0.6114 1.5637 1.1354 -0.29
C -0.0709 0.1542 1.5967 -0.13
C 1.2184 -0.2136 0.8701 -0.45
C 2.4413 -0.0317 1.3660 -0.01
N 1.0549 -0.9669 -0.3031 0.09
N 0.4160 2.5691 1.2146 -0.01
H -1.1487 1.6137 0.1565 0.10
H -1.5139 1.7842 1.7311 0.10
H -0.7756 -0.6557 1.3950 0.11
H 0.2608 0.2159 2.6321 0.11
H 3.3965 -0.0712 0.8679 0.05
H 2.6490 0.7015 2.1522 0.05
H 0.1112 -0.9262 -0.6619 0.07
H 1.7253 -0.8774 -1.0467 0.08
H 0.3944 2.9482 2.1540 0.07
H 1.3630 2.2698 1.0593 0.04
H -4.0283 -1.7863 -1.9293 0.04
H -4.1622 -3.0596 -0.9290 0.03
O -3.5990 -2.5706 -1.5388 -0.08
H -0.1066 -1.3928 -3.4999 0.03
H 0.3591 -0.2152 -4.3975 0.03
O 0.6268 -1.0530 -4.0247 -0.06
```

A molecular structure, C36H26ClNO2PPdSTe. Source: the OMol25 dataset; level of theory: the ωB97M-V functional and the def2-TZVPD basis.

Results
Charge: +1
Highest occupied orbital energy (eV): -11.52
E_tot (eV): -86753.590

Structure (XYZ):
```
70
Properties=species:S:1:pos:R:3:lowdin_charge:R:1
Pd -0.4908 0.6128 -0.0257 0.52
Cl -2.7431 6.3716 6.2145 0.72
C -2.0644 5.3994 4.9630 -0.65
C -2.8792 4.5068 4.2781 -0.08
C -2.3317 3.7297 3.2767 0.01
C -0.9779 3.8465 2.9644 -0.14
C -0.1720 4.7479 3.6574 0.00
C -0.7148 5.5266 4.6614 -0.08
C -0.4282 2.9995 1.8947 -0.52
O 0.8593 3.1678 1.6464 -0.36
O -1.1339 2.1979 1.2747 -0.08
H -3.9267 4.4312 4.5328 0.11
H -2.9463 3.0299 2.7272 0.12
H 0.8762 4.8362 3.4103 0.12
H -0.1062 6.2305 5.2107 0.11
N -7.6197 -1.0675 -0.5359 0.17
C -6.4994 -0.8206 -0.4748 -0.18
C -5.0961 -0.5120 -0.3956 -0.23
C -4.4204 -0.6675 0.8136 -0.02
C -3.0655 -0.3830 0.8842 -0.12
C -2.3807 0.0424 -0.2501 -0.30
C -3.0606 0.2093 -1.4492 -0.12
C -4.4184 -0.0598 -1.5245 -0.02
H -4.9595 -1.0113 1.6864 0.12
H -2.5492 -0.5004 1.8296 0.10
H -2.5376 0.5400 -2.3385 0.10
H -4.9545 0.0678 -2.4554 0.13
Te 1.6995 2.1373 0.1185 1.61
C 3.2189 1.3581 1.2445 -0.90
C 4.4890 1.8768 1.3243 -0.21
C 5.3261 1.1143 2.1682 -0.16
C 4.6760 0.0371 2.7033 -0.37
S 3.0592 -0.0651 2.1918 1.00
H 4.8005 2.7703 0.8013 0.11
H 6.3600 1.3488 2.3730 0.11
H 5.0804 -0.7023 3.3773 0.08
C 2.5776 -3.9300 1.5153 -0.07
C 3.0970 -3.6612 0.2556 -0.06
C 2.4387 -2.7906 -0.5994 -0.08
C 1.2667 -2.1642 -0.1841 -0.36
C 0.7412 -2.4489 1.0763 -0.13
C 1.3926 -3.3324 1.9219 -0.08
P 0.2647 -1.0977 -1.2543 0.99
C -0.6835 -2.3073 -2.2169 -0.33
C -1.8980 -2.8144 -1.7594 -0.08
C -2.5229 -3.8442 -2.4468 -0.05
C -1.9419 -4.3762 -3.5879 -0.06
C -0.7230 -3.8880 -4.0381 -0.06
C -0.0913 -2.8629 -3.3536 -0.09
C 1.3711 -0.2530 -2.4258 -0.39
C 2.6603 0.1266 -2.0369 -0.21
C 3.4274 0.9461 -2.8522 -0.08
C 2.9161 1.3952 -4.0641 -0.06
C 1.6433 1.0139 -4.4585 -0.05
C 0.8718 0.1932 -3.6446 -0.09
H 3.0906 -4.6177 2.1750 0.11
H 4.0114 -4.1406 -0.0683 0.11
H 2.8391 -2.6122 -1.5893 0.11
H -0.1794 -1.9736 1.3978 0.09
H 0.9781 -3.5522 2.8969 0.11
H -2.3592 -2.4195 -0.8668 0.09
H -3.4681 -4.2283 -2.0866 0.11
H -2.4363 -5.1750 -4.1248 0.11
H -0.2606 -4.3070 -4.9219 0.11
H 0.8624 -2.4966 -3.7120 0.10
H 3.0819 -0.2416 -1.1070 0.08
H 4.4291 1.2217 -2.5477 0.12
H 3.5133 2.0333 -4.7015 0.11
H 1.2433 1.3563 -5.4037 0.12
H -0.1217 -0.0978 -3.9652 0.11
```

2 unconnected molecules or ions with the total composition C4H5F3O in a non-equilibrium geometry. Source: the OMol25 dataset; level of theory: the ωB97M-V functional and the def2-TZVPD basis.

Results
Charge: 0
Highest occupied orbital energy (spin up / spin down) (eV): -9.05 / -7.91
E_tot (eV): -14424.458

Structure (XYZ):
```
13
Properties=species:S:1:pos:R:3:lowdin_charge:R:1
C 1.0289 1.4165 -0.5067 -0.06
C 0.1307 0.6583 0.3315 -0.28
C -1.2669 0.6399 0.7837 -0.02
C 0.3092 -1.9595 -0.4643 -0.42
O 1.2480 1.1112 0.8837 0.05
F 0.9289 -2.7184 0.4526 0.09
F -0.9631 -2.3678 -0.6058 0.08
F 0.9569 -2.0663 -1.6382 0.08
H 1.6874 0.9084 -1.1980 0.11
H 0.8279 2.4636 -0.7128 0.11
H -1.7897 1.5200 0.3988 0.09
H -1.3049 0.6307 1.8698 0.09
H -1.7934 -0.2364 0.4057 0.07
```

C4H5NOS2 in the gas phase in a non-equilibrium geometry. Source: the OMol25 dataset; level of theory: the ωB97M-V functional and the def2-TZVPD basis.

Results
Charge: 0
Highest occupied orbital energy (eV): -9.33
E_tot (eV): -29434.770

Structure (XYZ):
```
13
Properties=species:S:1:pos:R:3:lowdin_charge:R:1
C 0.6672 0.2242 1.4834 -0.55
C 0.0914 -0.4159 0.3369 -0.31
C -1.0580 -1.2451 0.5298 -0.08
C 0.1688 -0.3200 -1.0747 -0.65
H -0.7679 1.9899 1.3462 -0.16
H 0.9227 -0.6114 2.2268 0.11
H 1.5814 0.8716 1.3105 0.08
H -1.4168 -1.5658 1.4258 0.09
H 1.9554 -0.6381 -2.4223 -0.11
N -1.5689 -1.6568 -0.6324 0.08
O -0.8047 -1.0772 -1.5775 -0.07
S -0.3162 1.4366 2.4336 0.71
S 1.3117 0.4827 -2.0894 0.85
```

A molecular structure, C25H43FeN7OPS2. Source: the OMol25 dataset; level of theory: the ωB97M-V functional and the def2-TZVPD basis.

Results
Charge: 0
Highest occupied orbital energy (spin up / spin down) (eV): -7.35 / -7.41
2S+1: 6
E_tot (eV): -104449.968

Structure (XYZ):
```
80
Properties=species:S:1:pos:R:3:lowdin_spin:R:1
Fe 0.4702 1.2829 0.9389 4.04
N 4.1935 3.8074 0.5434 0.01
C 2.9341 3.2814 0.6099 0.02
S 2.8310 1.5450 0.7373 0.13
N 1.9489 4.1174 0.5608 0.00
N 0.7004 3.5039 0.6606 0.05
C -0.2292 4.3537 0.9106 0.01
C -1.6364 4.0594 1.1034 0.01
C -2.4911 5.1221 1.4217 0.00
C -3.8332 4.9183 1.6628 0.01
C -4.3393 3.6179 1.5860 0.00
C -3.5222 2.5544 1.2649 0.01
C -2.1512 2.7484 1.0148 0.01
O -1.3955 1.7210 0.7072 0.12
H 4.9490 3.1808 0.3358 0.00
H 4.2678 4.7612 0.2305 0.00
H 0.0742 5.3965 1.0052 0.00
H -2.0719 6.1204 1.4832 0.00
H -4.4808 5.7482 1.9090 0.00
H -5.3903 3.4396 1.7793 0.00
H -3.9087 1.5454 1.2023 0.00
N 0.4146 -0.4189 0.3941 0.33
P 0.2050 -1.4338 -0.7719 0.09
N -1.1228 -2.4444 -0.6169 0.02
C -2.3874 -2.1052 -1.2868 0.00
C -3.1326 -0.9750 -0.5768 0.00
C -2.9888 -1.1083 0.9490 0.00
C -2.7000 -2.5565 1.3238 0.00
C -1.3631 -3.0126 0.7269 0.00
N -0.0014 -0.6765 -2.2375 0.01
C 0.1017 -1.4651 -3.4735 0.00
C 1.1686 -0.8913 -4.3953 0.00
C 0.7979 0.5348 -4.8316 0.00
C -0.0978 1.2121 -3.7862 0.00
C 0.2556 0.7681 -2.3748 0.00
N 1.4804 -2.5036 -0.9673 0.01
C 1.4482 -3.9049 -0.5557 0.00
C 2.0930 -4.1027 0.8112 0.00
C 3.5362 -3.5470 0.8250 0.00
C 3.8904 -2.8686 -0.4979 0.00
C 2.8191 -1.8744 -0.9207 0.00
H -2.9888 -3.0189 -1.2930 0.00
H -2.1964 -1.8525 -2.3251 0.00
H -4.1849 -1.0096 -0.8752 0.00
H -2.7300 -0.0122 -0.8952 0.00
H -3.8894 -0.7551 1.4556 0.00
H -2.1627 -0.4791 1.2801 0.00
H -3.5099 -3.2004 0.9690 0.00
H -2.6553 -2.6865 2.4073 0.00
H -1.3291 -4.1071 0.6784 0.00
H -0.5566 -2.6867 1.3871 0.00
H -0.8638 -1.4765 -3.9957 0.00
H 0.3346 -2.4957 -3.2075 0.00
H 1.2936 -1.5418 -5.2630 0.00
H 2.1209 -0.8920 -3.8620 0.00
H 0.2824 0.5103 -5.7939 0.00
H 1.7054 1.1236 -4.9801 0.00
H -1.1475 0.9690 -3.9706 0.00
H -0.0130 2.2978 -3.8486 0.00
H -0.3675 1.3077 -1.6606 0.00
H 1.3045 1.0106 -2.1580 0.00
H 1.9777 -4.5031 -1.3044 0.00
H 0.4162 -4.2500 -0.5734 0.00
H 2.0784 -5.1632 1.0731 0.00
H 1.4892 -3.5829 1.5580 0.00
H 4.2524 -4.3462 1.0234 0.00
H 3.6479 -2.8229 1.6349 0.00
H 4.0405 -3.6178 -1.2794 0.00
H 4.8339 -2.3278 -0.4051 0.00
H 3.0670 -1.4554 -1.9012 0.00
H 2.8063 -1.0435 -0.2121 0.00
C -1.0337 1.6302 4.0849 0.01
S 0.6094 1.7425 3.3572 0.07
C 1.4041 0.3163 4.1067 0.01
H -1.4200 0.6147 4.0086 0.00
H -1.6830 2.2983 3.5227 0.00
H -1.0017 1.9468 5.1257 0.00
H 1.6344 0.5203 5.1504 0.00
H 2.3284 0.1516 3.5557 0.00
H 0.7697 -0.5643 4.0207 0.00
```

Sequential ΔE to the lowest compared entry with this formula, charge and spin output: 54.8, 162.7, 32.8, 346.0, 224.2, 0.0 kJ/mol